[1]
Density functional theory data (ωB97M-V/def2-TZVPD) for C6H10N2OS in the gas phase at a distorted geometry.

```
20
Properties=species:S:1:pos:R:3:lowdin_charge:R:1
C -0.473 -1.368 0.945 -0.058
C 1.305 0.146 0.330 -0.374
C 0.761 -0.707 1.397 -0.141
C -0.933 0.562 -0.519 -0.704
C 2.760 0.344 0.210 -0.041
C -1.634 0.646 -1.944 -0.064
N 0.508 0.579 -0.589 0.103
N -1.314 -0.854 0.053 -0.266
O -2.420 -1.321 -0.258 -0.062
S -1.634 1.844 0.585 0.792
H -0.567 -2.450 0.892 0.135
H 0.431 -0.189 2.387 0.159
H 1.536 -1.486 1.668 0.138
H 3.120 0.892 1.172 0.127
H 3.096 0.876 -0.659 0.066
H 3.296 -0.622 0.001 0.100
H -0.866 0.999 -2.659 0.080
H -2.563 1.287 -1.878 0.081
H -1.810 -0.303 -2.336 0.040
H -2.600 1.126 1.201 -0.110
```

SMILES: CC1=N[C@](C)(S)[N+]([O-])=CC1
Energy above the lowest of the compared OMol25 structures with the same formula, charge and spin, kcal/mol: 100.5



[2]
Density functional theory data (ωB97M-V/def2-TZVPD) for 2 unconnected molecules or ions with the total composition C6H10N2S at a distorted geometry.

```
19
Properties=species:S:1:pos:R:3:lowdin_charge:R:1
C -1.076 0.433 1.010 -0.139
C -0.506 -0.468 0.189 -0.358
C -2.176 1.249 0.710 -0.291
C 0.715 2.793 0.259 -0.581
C 0.642 -1.406 0.527 -0.040
C -1.241 -0.681 -1.072 -0.074
N -3.023 2.041 0.824 0.160
N 1.825 2.302 -0.303 -0.062
S 0.827 3.229 1.921 0.698
H -0.737 0.742 1.965 0.083
H 1.225 -1.268 -0.314 0.037
H 1.056 -1.275 1.564 0.100
H 0.305 -2.514 0.452 0.116
H -1.853 0.389 -1.216 0.132
H -0.590 -0.713 -1.938 0.065
H -1.984 -1.553 -1.103 0.114
H -0.463 3.478 2.166 -0.144
H 1.755 1.936 -1.242 0.082
H 2.762 2.321 0.153 0.101
```

Energy above the lowest of the compared OMol25 structures with the same formula, charge and spin, kcal/mol: 63.9



Q: Among the records above, which one has the lowest energy above the lowest of the compared OMol25 structures with the same formula, charge and spin?
A: C6H10N2S



Q: Number 1 is which compound?
A: C6H10N2OS



Please write out number 2 again, unchanged.
Density functional theory data (ωB97M-V/def2-TZVPD) for 2 unconnected molecules or ions with the total composition C6H10N2S at a distorted geometry.

```
19
Properties=species:S:1:pos:R:3:lowdin_charge:R:1
C -1.076 0.433 1.010 -0.139
C -0.506 -0.468 0.189 -0.358
C -2.176 1.249 0.710 -0.291
C 0.715 2.793 0.259 -0.581
C 0.642 -1.406 0.527 -0.040
C -1.241 -0.681 -1.072 -0.074
N -3.023 2.041 0.824 0.160
N 1.825 2.302 -0.303 -0.062
S 0.827 3.229 1.921 0.698
H -0.737 0.742 1.965 0.083
H 1.225 -1.268 -0.314 0.037
H 1.056 -1.275 1.564 0.100
H 0.305 -2.514 0.452 0.116
H -1.853 0.389 -1.216 0.132
H -0.590 -0.713 -1.938 0.065
H -1.984 -1.553 -1.103 0.114
H -0.463 3.478 2.166 -0.144
H 1.755 1.936 -1.242 0.082
H 2.762 2.321 0.153 0.101
```

Energy above the lowest of the compared OMol25 structures with the same formula, charge and spin, kcal/mol: 63.9



Q: What is the energy above the lowest of the compared OMol25 structures with the same formula, charge and spin in the first record?
A: 100.5 kcal/mol